[1]
{
  "formula": "C43H45GeN5O4SbV",
  "method": "ωB97M-V with the def2-TZVPD basis set",
  "elements": ["V", "N", "N", "C", "N", "N", "N", "O", "O", "H", "H", "H", "H", "H", "O", "C", "O", "C", "C", "Ge", "C", "C", "C", "C", "C", "C", "C", "C", "C", "C", "C", "C", "C", "C", "C", "C", "C", "C", "H", "H", "H", "H", "H", "H", "H", "H", "H", "H", "H", "H", "H", "H", "H", "H", "H", "H", "H", "C", "C", "C", "C", "C", "C", "C", "Sb", "C", "C", "C", "C", "C", "C", "C", "C", "C", "C", "C", "C", "C", "C", "H", "H", "H", "H", "H", "H", "H", "H", "H", "H", "H", "H", "H", "H", "H", "H", "H", "H", "H", "H", "H"],
  "positions_angstrom": [[1.95737, -0.22855, 1.06063], [2.64341, 0.57890, 4.44492], [3.88390, -0.05839, 4.27250], [4.40648, -0.24917, 3.08333], [5.56334, -0.86229, 2.91789], [3.70469, 0.33078, 2.02431], [3.89900, -0.23100, 0.77281], [4.57414, -1.19607, 0.45496], [3.13326, 0.48843, -0.15352], [2.62305, 0.99698, 5.36759], [1.91053, -0.12486, 4.38297], [4.40028, -0.36531, 5.08713], [6.10627, -1.17005, 3.70984], [5.88024, -1.11981, 1.99386], [1.54119, -1.47173, 2.45552], [0.79487, -2.01638, 1.50605], [0.22754, -1.14752, 0.75927], [0.83444, -3.48422, 1.27615], [-0.21878, -4.17752, 0.39400], [-1.09516, -3.39765, -1.18014], [0.10775, -2.42736, -2.34859], [-0.39035, -1.99656, -3.58034], [0.41571, -1.33196, -4.49682], [1.74986, -1.08971, -4.20870], [2.27937, -1.52526, -3.00362], [1.46040, -2.17496, -2.08428], [-2.69887, -2.49358, -0.61263], [-3.70182, -2.27157, -1.55924], [-4.94142, -1.77038, -1.18137], [-5.21169, -1.50949, 0.15665], [-4.23398, -1.73882, 1.11378], [-2.98276, -2.21062, 0.72607], [-1.71238, -4.90741, -2.17408], [-2.81156, -5.64687, -1.70312], [-3.24702, -6.79060, -2.35682], [-2.59633, -7.22647, -3.50630], [-1.50690, -6.51550, -3.99074], [-1.06907, -5.37469, -3.32918], [0.90126, -3.91862, 2.27662], [1.82045, -3.63677, 0.82653], [-1.04421, -4.48943, 1.03505], [0.23561, -5.08366, -0.00195], [-1.42258, -2.20021, -3.84441], [0.00490, -1.01917, -5.44898], [2.37957, -0.58596, -4.93062], [3.33059, -1.38027, -2.79284], [1.92619, -2.57607, -1.19263], [-3.53251, -2.52614, -2.60021], [-5.71121, -1.61463, -1.92737], [-6.19025, -1.15202, 0.45281], [-4.44668, -1.55757, 2.16116], [-2.24226, -2.40119, 1.49756], [-3.34904, -5.31582, -0.81862], [-4.09703, -7.34377, -1.97766], [-2.93871, -8.11491, -4.02117], [-0.99875, -6.85373, -4.88482], [-0.21111, -4.84063, -3.72425], [-0.39693, 5.14540, 0.59176], [1.07423, 4.99083, 0.90609], [1.81657, 6.13721, 1.18327], [3.16272, 6.07519, 1.51081], [3.80949, 4.84849, 1.56681], [3.09529, 3.69109, 1.29496], [1.74482, 3.76020, 0.96425], [0.59795, 2.01944, 0.68517], [-0.13230, 2.00740, -1.27340], [-1.25806, 1.23048, -1.55441], [-1.82648, 1.26758, -2.81602], [-1.24848, 2.05803, -3.79596], [-0.07908, 2.75381, -3.53259], [0.52697, 2.73567, -2.27912], [1.83191, 3.47981, -2.11350], [-0.66280, 2.36123, 2.35604], [0.12471, 2.62571, 3.47790], [-0.46103, 2.98916, 4.68013], [-1.84020, 3.09953, 4.75549], [-2.61769, 2.84854, 3.63629], [-2.06023, 2.47251, 2.41407], [-2.97287, 2.25466, 1.24736], [-0.57875, 6.08793, 0.07627], [-0.98883, 5.15329, 1.51144], [-0.79077, 4.35667, -0.05128], [1.32021, 7.10059, 1.13609], [3.70714, 6.98777, 1.71786], [4.86213, 4.79398, 1.81440], [3.60799, 2.73847, 1.33297], [-1.69078, 0.57721, -0.81564], [-2.70652, 0.67511, -3.02477], [-1.68883, 2.10744, -4.78372], [0.39314, 3.32425, -4.32444], [2.29548, 3.62031, -3.08876], [2.54911, 2.94372, -1.49097], [1.69145, 4.46611, -1.67022], [1.20578, 2.58039, 3.41619], [0.15645, 3.21166, 5.54129], [-2.31266, 3.39749, 5.68269], [-3.69415, 2.95594, 3.69986], [-4.01190, 2.40895, 1.53456], [-2.89541, 1.23797, 0.87839], [-2.75195, 2.94057, 0.42753]],
  "lowdin_spin": [1.655, 0.002, 0.007, 0.006, 0.007, 0.011, 0.101, 0.252, 0.022, 0.000, 0.000, 0.000, 0.000, 0.000, -0.006, 0.015, 0.036, 0.002, 0.000, 0.000, 0.001, 0.000, 0.001, 0.000, 0.001, 0.002, 0.000, 0.000, 0.000, 0.000, 0.000, 0.000, 0.000, 0.000, 0.000, 0.000, 0.000, 0.000, 0.000, 0.002, 0.000, 0.000, 0.000, 0.000, 0.000, 0.000, 0.001, 0.000, 0.000, 0.000, 0.000, 0.000, 0.000, 0.000, 0.000, 0.000, 0.000, -0.001, -0.003, -0.001, 0.000, 0.000, -0.001, -0.013, -0.060, -0.001, -0.002, 0.000, -0.003, 0.000, -0.002, 0.000, -0.017, -0.004, 0.000, -0.004, -0.001, -0.005, 0.000, 0.000, 0.000, -0.001, 0.000, 0.000, 0.000, 0.000, 0.000, 0.000, 0.000, 0.000, 0.000, 0.000, 0.000, 0.000, 0.000, 0.000, 0.000, 0.000, 0.000, 0.000],
  "multiplicity": 3,
  "lumo_energy_ha": [-0.2722, -0.2926],
  "homo_ha": [-0.464, -0.464],
  "s_squared": 2.078,
  "fmax_ev_per_a": 2.5,
  "total_charge": 2,
  "gap_ev": [5.23, 4.67]
}

=====

[2]
{
  "formula": "C24H36Cl2O2P2RuSSbSe4",
  "method": "ωB97M-V with the def2-TZVPD basis set",
  "elements": ["Ru", "Cl", "C", "C", "C", "C", "C", "Cl", "C", "S", "H", "H", "H", "C", "P", "C", "C", "C", "C", "C", "C", "C", "P", "C", "C", "H", "H", "H", "H", "H", "H", "H", "H", "H", "H", "H", "H", "H", "H", "H", "H", "C", "C", "C", "C", "O", "H", "H", "H", "H", "H", "H", "H", "H", "H", "C", "C", "C", "O", "C", "H", "H", "H", "H", "H", "H", "H", "H", "Se", "Sb", "Se", "Se", "Se"],
  "positions_angstrom": [[-0.57539, 0.25087, 0.19790], [1.38280, -1.73745, 3.42925], [2.29581, -0.32150, 3.81031], [3.09943, -0.36553, 4.94189], [3.85835, 0.73214, 5.30809], [3.79813, 1.87863, 4.53806], [2.99238, 1.91400, 3.40980], [2.99788, 3.41745, 2.52094], [2.20653, 0.81590, 2.97188], [1.31258, 0.92917, 1.46521], [3.12155, -1.27780, 5.52648], [4.48520, 0.69552, 6.19247], [4.37775, 2.75446, 4.80124], [-1.42395, 3.12341, -1.61523], [-0.11440, 1.87713, -1.36615], [1.33566, 2.96774, -1.17045], [0.10109, 1.09680, -3.01810], [0.97425, 1.55537, -3.99880], [1.24805, 0.78867, -5.12871], [0.65934, -0.44761, -5.26624], [-0.22169, -0.90975, -4.28918], [-0.52240, -0.13826, -3.17176], [-1.42631, -0.76864, -1.69175], [-3.17475, -0.22141, -1.78420], [-1.73921, -2.52032, -2.06805], [-1.08765, 3.91129, -2.29731], [-1.67063, 3.53099, -0.63823], [-2.31559, 2.65398, -2.01756], [1.40811, 3.69839, -1.98162], [2.24267, 2.37054, -1.12034], [1.22595, 3.48444, -0.22072], [1.46504, 2.51231, -3.87234], [1.93792, 1.15132, -5.88290], [0.89077, -1.06638, -6.12620], [-0.67016, -1.88954, -4.39585], [-3.61207, -0.37280, -2.77782], [-3.26913, 0.81048, -1.46723], [-3.69709, -0.84128, -1.05983], [-2.27638, -2.56913, -3.01938], [-2.36237, -2.93997, -1.29292], [-0.82397, -3.10247, -2.12475], [-2.09517, 1.29653, 3.16802], [-2.93992, 1.57551, 1.91825], [-4.10610, 0.58101, 1.86615], [-3.50820, 2.99887, 2.03995], [-2.18814, 1.53862, 0.73195], [-2.68909, 1.44595, 4.08046], [-1.22971, 1.96045, 3.18752], [-1.74002, 0.27131, 3.17007], [-4.70958, 0.61985, 2.78363], [-3.73036, -0.43473, 1.76179], [-4.74751, 0.80423, 1.00528], [-4.11583, 3.11200, 2.94902], [-4.13054, 3.22081, 1.16666], [-2.68292, 3.71587, 2.07385], [3.04153, -3.41004, -1.30578], [3.33131, -2.21383, -2.22358], [2.77524, -1.06945, -1.38337], [1.56642, -1.58561, -0.86187], [1.77704, -2.96940, -0.52949], [3.87615, -3.56775, -0.61955], [2.86674, -4.33945, -1.85088], [2.75456, -2.29072, -3.14946], [4.38877, -2.09005, -2.46996], [2.54673, -0.16697, -1.94921], [3.46297, -0.80777, -0.56987], [0.88995, -3.52569, -0.81354], [1.89644, -3.07370, 0.54851], [-4.16151, -4.06370, 2.31003], [-1.74306, -3.72443, 2.14947], [-1.21194, -1.62639, 1.00345], [-0.72028, -5.62761, 0.97418], [-1.15810, -3.98490, 4.58838]],
  "lowdin_spin": [0.495, 0.003, 0.005, -0.001, 0.004, 0.000, 0.007, 0.002, 0.013, 0.061, 0.000, 0.000, 0.000, 0.002, 0.003, -0.003, -0.001, -0.001, 0.000, -0.001, 0.000, -0.003, -0.011, 0.001, -0.001, 0.000, 0.000, 0.000, 0.000, 0.000, 0.000, 0.000, 0.000, 0.000, 0.000, 0.000, 0.000, 0.000, 0.000, -0.001, 0.000, 0.001, 0.001, 0.006, -0.001, 0.019, 0.000, 0.000, 0.002, 0.001, 0.006, 0.000, 0.000, 0.000, 0.000, 0.000, 0.000, 0.000, -0.005, 0.006, 0.000, 0.000, 0.000, 0.000, 0.000, 0.000, 0.002, 0.002, 0.065, 0.006, 0.314, 0.012, -0.013],
  "multiplicity": 2,
  "lumo_energy_ha": [0.1361, 0.1355],
  "homo_ha": [-0.026, -0.026],
  "s_squared": 0.800,
  "relative_energy_ev": 3.533,
  "fmax_ev_per_a": 4.3,
  "total_charge": -2,
  "gap_ev": [4.42, 4.40]
}

=====

[3]
{
  "formula": "C25H22F3NO4S",
  "method": "ωB97M-V with the def2-TZVPD basis set",
  "elements": ["C", "C", "C", "C", "C", "C", "C", "C", "C", "C", "C", "C", "C", "C", "C", "C", "C", "C", "C", "C", "N", "O", "O", "C", "C", "S", "O", "O", "C", "F", "F", "F", "C", "C", "H", "H", "H", "H", "H", "H", "H", "H", "H", "H", "H", "H", "H", "H", "H", "H", "H", "H", "H", "H", "H", "H"],
  "positions_angstrom": [[3.85006, 5.44372, 2.30730], [3.06328, 4.27886, 1.79042], [3.75224, 3.17784, 1.28590], [3.06510, 2.08775, 0.76240], [1.64779, 2.07128, 0.72785], [0.98067, 0.91415, 0.14356], [-0.37735, 0.79091, -0.01942], [-1.10593, -0.31958, -0.55844], [-2.55914, -0.11512, -0.74710], [-3.21140, -0.82040, -1.76951], [-4.53468, -0.59231, -2.12442], [-5.28746, 0.40941, -1.49975], [-6.73812, 0.58227, -1.83613], [-4.62458, 1.23902, -0.58016], [-3.28739, 0.99832, -0.21329], [-0.28646, -1.80447, -0.09698], [1.19889, -2.10030, -0.07070], [1.94174, -2.01382, 1.12874], [3.31349, -2.24951, 1.11294], [3.97036, -2.59034, -0.07902], [5.38203, -2.70097, -0.11951], [5.93176, -3.01453, -1.20062], [6.03217, -2.48189, 0.93301], [3.20795, -2.80361, -1.24463], [1.83611, -2.58860, -1.23346], [-1.05931, -3.39638, -0.63220], [-0.20151, -4.50413, -0.34247], [-1.46287, -3.11315, -2.00986], [-2.58454, -3.64393, 0.41483], [-3.45592, -4.43630, -0.23484], [-3.18907, -2.45231, 0.67685], [-2.23555, -4.21187, 1.58013], [0.95331, 3.18074, 1.27348], [1.66085, 4.27011, 1.79859], [3.19649, 6.22678, 2.69844], [4.53448, 5.13706, 3.11022], [4.47282, 5.88540, 1.51650], [4.83898, 3.16330, 1.29818], [3.59868, 1.22287, 0.36678], [1.66452, 0.15685, -0.28032], [-0.93575, 1.73713, -0.03096], [-0.60915, -0.90499, -1.47104], [-2.66373, -1.52777, -2.35272], [-5.00086, -1.19621, -2.89123], [-7.17012, 1.43966, -1.32250], [-6.87472, 0.71458, -2.90694], [-7.29770, -0.30701, -1.55165], [-5.16139, 2.08515, -0.13071], [-2.80754, 1.72137, 0.45277], [-0.70454, -1.57975, 0.89175], [1.43617, -1.73973, 2.05975], [3.91648, -2.11831, 2.00836], [3.71379, -3.10648, -2.14984], [1.27903, -2.80481, -2.14696], [-0.14207, 3.18439, 1.29047], [1.12961, 5.11969, 2.21820]],
  "nbo_charge": [-0.630, -0.014, -0.215, -0.195, -0.001, -0.203, -0.234, -0.272, 0.014, -0.205, -0.205, -0.006, -0.631, -0.223, -0.210, -0.510, -0.042, -0.141, -0.174, 0.014, 0.495, -0.368, -0.374, -0.149, -0.208, 2.056, -0.881, -0.926, 0.755, -0.294, -0.309, -0.298, -0.200, -0.213, 0.215, 0.221, 0.222, 0.214, 0.208, 0.205, 0.221, 0.285, 0.239, 0.211, 0.215, 0.221, 0.223, 0.214, 0.209, 0.280, 0.229, 0.254, 0.253, 0.240, 0.206, 0.212],
  "lumo_energy_ha": -0.0499,
  "homo_ha": -0.290,
  "fmax_ev_per_a": 5.8,
  "smiles": "Cc1ccc(/C=C/[C@H](c2ccc(C)cc2)[C@H](c2ccc([N+](=O)[O-])cc2)S(=O)(=O)C(F)(F)F)cc1",
  "gap_ev": 6.52
}